Entry 1:
{
  "formula": "C4H8N4",
  "method": "ωB97M-V/def2-TZVPD",
  "charge": 0,
  "smiles": "[H]/N=C1/NN[C@@H]2CN[C@H]12",
  "homo_energy_ev": -8.25,
  "total_energy_ha": -376.1573,
  "homo_lumo_gap_ev": 9.06,
  "e_lumo_ev": 0.810,
  "multiplicity": 1,
  "relative_energy_kcal_mol": 57.2,
  "species": ["C", "C", "C", "C", "H", "H", "H", "H", "H", "H", "H", "H", "N", "N", "N", "N"],
  "positions_angstrom": [[-1.408, -0.208, 0.025], [0.801, 0.612, 0.457], [1.535, -0.184, -0.651], [-0.063, -0.608, 0.659], [-2.233, -1.886, -0.046], [-1.905, 1.433, -1.049], [-0.175, 2.439, 0.595], [1.462, 1.026, 1.231], [1.245, 0.152, -1.580], [2.616, -0.118, -0.547], [1.363, -2.120, 0.124], [-0.127, -1.012, 1.681], [-2.469, -0.897, -0.191], [-1.324, 1.114, -0.312], [-0.068, 1.688, -0.087], [0.750, -1.430, -0.309]]
}



Entry 2:
{
  "formula": "C24H25N2O3Ru",
  "method": "ωB97M-V/def2-TZVPD",
  "charge": 0,
  "homo_energy_ev": [-7.31, -7.73],
  "total_energy_ha": -1359.7109,
  "homo_lumo_gap_ev": [7.49, 7.53],
  "e_lumo_ev": [0.178, -0.201],
  "multiplicity": 2,
  "relative_energy_kcal_mol": 0.0,
  "species": ["Ru", "C", "C", "C", "C", "C", "C", "C", "C", "C", "C", "H", "H", "H", "H", "H", "H", "H", "H", "H", "H", "H", "H", "H", "H", "H", "O", "C", "C", "C", "C", "C", "C", "C", "O", "N", "N", "C", "C", "C", "C", "C", "C", "C", "O", "H", "H", "H", "H", "H", "H", "H", "H", "H", "H"],
  "positions_angstrom": [[0.141, 0.749, -0.280], [-0.164, 1.651, 1.702], [-1.266, 0.815, 1.340], [-1.876, 1.395, 0.166], [-1.125, 2.562, -0.179], [-0.059, 2.720, 0.757], [0.953, 3.819, 0.814], [-1.425, 3.432, -1.353], [-3.139, 0.923, -0.494], [-1.774, -0.397, 2.056], [0.744, 1.487, 2.873], [0.712, 4.532, 1.607], [0.996, 4.366, -0.125], [1.949, 3.425, 1.016], [-2.294, 4.060, -1.142], [-1.641, 2.832, -2.236], [-0.587, 4.081, -1.596], [-2.959, 0.120, -1.211], [-3.621, 1.740, -1.030], [-3.842, 0.551, 0.252], [-2.677, -0.165, 2.627], [-1.033, -0.790, 2.751], [-2.016, -1.191, 1.351], [0.609, 2.331, 3.553], [1.787, 1.461, 2.560], [0.540, 0.569, 3.421], [0.937, -4.348, 1.300], [1.839, -3.657, 2.019], [2.535, -4.350, 3.011], [3.476, -3.706, 3.787], [3.749, -2.353, 3.594], [3.062, -1.664, 2.617], [2.101, -2.291, 1.818], [1.393, -1.492, 0.799], [1.667, -0.233, 0.704], [0.516, -2.095, 0.039], [-0.017, -1.183, -0.867], [-0.477, -1.645, -1.969], [-0.830, -0.798, -3.090], [-1.521, -1.376, -4.165], [-1.768, -0.681, -5.325], [-1.275, 0.623, -5.440], [-0.576, 1.208, -4.410], [-0.347, 0.530, -3.195], [0.303, 1.167, -2.249], [0.554, -3.734, 0.631], [2.313, -5.400, 3.145], [4.006, -4.263, 4.549], [4.491, -1.850, 4.198], [3.257, -0.615, 2.441], [-0.533, -2.724, -2.090], [-1.857, -2.402, -4.064], [-2.311, -1.138, -6.140], [-1.440, 1.180, -6.354], [-0.179, 2.212, -4.495]]
}



Entry 3:
{
  "formula": "C14H20N2O2",
  "method": "ωB97M-V/def2-TZVPD",
  "charge": 0,
  "smiles": "CC(C)=CCCC1=CC[C@H]2C(=O)NNC(=O)[C@@H]2C1",
  "homo_energy_ev": -8.50,
  "total_energy_ha": -805.4504,
  "homo_lumo_gap_ev": 9.22,
  "e_lumo_ev": 0.716,
  "multiplicity": 1,
  "relative_energy_kcal_mol": 39.5,
  "species": ["C", "C", "C", "C", "H", "H", "C", "C", "C", "C", "C", "C", "O", "N", "N", "C", "O", "C", "C", "H", "H", "H", "H", "H", "H", "H", "H", "H", "H", "H", "H", "C", "H", "H", "H", "H", "H", "H"],
  "positions_angstrom": [[1.363, 0.832, -1.891], [2.237, 1.140, -0.710], [2.835, 0.229, 0.049], [2.764, -1.261, -0.074], [3.772, -1.667, 0.048], [2.399, -1.565, -1.054], [1.864, -1.887, 1.013], [0.411, -1.585, 0.772], [-0.355, -2.390, 0.048], [-1.785, -2.089, -0.276], [-2.016, -0.579, -0.284], [-3.486, -0.261, -0.477], [-4.335, -1.028, -0.870], [-3.811, 1.015, -0.131], [-2.891, 1.930, 0.376], [-1.691, 1.558, 0.899], [-0.860, 2.390, 1.183], [-1.540, 0.052, 1.033], [-0.091, -0.307, 1.376], [0.015, -0.369, 2.463], [0.560, 0.509, 1.052], [-2.211, -0.285, 1.832], [-3.013, 2.895, 0.094], [-4.788, 1.276, -0.080], [-1.452, -0.138, -1.115], [-2.054, -2.503, -1.248], [-2.448, -2.552, 0.462], [0.044, -3.313, -0.348], [2.016, -2.968, 1.004], [2.170, -1.505, 1.989], [3.429, 0.573, 0.888], [2.366, 2.606, -0.414], [3.156, 2.797, 0.307], [2.575, 3.164, -1.325], [1.427, 2.977, 0.000], [1.903, 1.032, -2.817], [1.033, -0.202, -1.899], [0.487, 1.480, -1.874]]
}



Entry 4:
{
  "formula": "C6H14ClO2P2",
  "method": "ωB97M-V/def2-TZVPD",
  "charge": -1,
  "homo_energy_ev": -3.63,
  "total_energy_ha": -1530.4242,
  "homo_lumo_gap_ev": 5.90,
  "e_lumo_ev": 2.276,
  "multiplicity": 1,
  "species": ["C", "C", "P", "C", "C", "P", "Cl", "H", "H", "H", "H", "H", "H", "H", "H", "H", "H", "H", "C", "C", "O", "O", "H", "H", "H"],
  "positions_angstrom": [[-2.864, 0.643, -2.547], [-2.067, -0.695, -2.337], [-0.870, -0.395, -0.935], [0.913, -0.443, -1.513], [1.145, -1.024, -2.933], [-1.270, -1.715, 0.730], [-0.924, -0.471, 2.400], [-2.121, 1.448, -2.613], [-3.457, 0.785, -1.636], [-3.495, 0.613, -3.441], [-1.581, -1.031, -3.261], [-2.821, -1.456, -2.080], [1.275, 0.596, -1.518], [1.573, -0.991, -0.828], [2.216, -0.886, -3.165], [0.604, -0.492, -3.725], [0.976, -2.108, -2.994], [-0.247, -2.704, 0.817], [1.547, 0.930, 4.340], [2.292, 2.215, 4.742], [3.543, 2.164, 4.684], [1.556, 3.170, 5.083], [2.245, 0.140, 4.055], [0.942, 0.575, 5.178], [0.890, 1.134, 3.496]]
}



Entry 5:
{
  "formula": "C20H30IN6O2Ta",
  "method": "ωB97M-V/def2-TZVPD",
  "charge": 4,
  "homo_energy_ev": -20.23,
  "total_energy_ha": -1612.3807,
  "homo_lumo_gap_ev": 5.36,
  "e_lumo_ev": -14.869,
  "multiplicity": 1,
  "relative_energy_kcal_mol": 18.2,
  "species": ["Ta", "N", "C", "C", "N", "C", "C", "N", "C", "C", "N", "H", "H", "H", "H", "H", "H", "H", "H", "H", "H", "H", "H", "H", "H", "H", "H", "H", "H", "C", "C", "N", "C", "C", "C", "O", "C", "C", "N", "C", "C", "C", "C", "C", "C", "I", "C", "O", "H", "H", "H", "H", "H", "H", "H", "H", "H", "H", "H", "H"],
  "positions_angstrom": [[-0.708, -0.090, 0.553], [1.095, 0.325, 2.164], [1.103, -0.608, 3.336], [-0.318, -0.981, 3.682], [-1.046, -1.592, 2.530], [-0.582, -2.993, 2.273], [0.605, -3.112, 1.331], [0.409, -2.256, 0.131], [-2.499, -1.643, 2.883], [-3.358, -1.788, 1.652], [-3.133, -0.603, 0.782], [0.963, 1.268, 2.537], [2.040, 0.351, 1.778], [1.708, -1.476, 3.098], [1.565, -0.131, 4.201], [-0.317, -1.661, 4.538], [-0.860, -0.085, 3.993], [-0.331, -3.480, 3.218], [-1.414, -3.551, 1.845], [1.546, -2.841, 1.799], [0.694, -4.161, 1.043], [1.300, -2.193, -0.364], [-0.215, -2.744, -0.515], [-2.695, -2.468, 3.573], [-2.771, -0.721, 3.400], [-3.128, -2.690, 1.086], [-4.405, -1.858, 1.952], [-3.587, -0.756, -0.120], [-3.631, 0.188, 1.189], [-2.515, -1.892, -3.322], [-1.252, -1.122, -3.498], [-0.704, -1.101, -4.706], [0.414, -0.466, -4.974], [1.118, 0.283, -4.009], [2.430, 0.905, -4.384], [3.153, 1.318, -3.240], [0.530, 0.379, -2.745], [0.958, 1.390, -1.808], [0.644, 1.524, -0.548], [1.080, 2.714, 0.111], [2.336, 3.273, -0.141], [2.708, 4.480, 0.432], [1.835, 5.161, 1.270], [0.591, 4.615, 1.571], [0.264, 3.403, 1.005], [-1.682, 2.572, 1.450], [-0.634, -0.391, -2.471], [-1.105, -0.361, -1.210], [-2.488, -2.787, -3.942], [-3.345, -1.292, -3.708], [-2.721, -2.158, -2.284], [0.773, -0.526, -5.997], [2.237, 1.754, -5.056], [2.988, 0.172, -4.973], [4.085, 1.409, -3.474], [1.542, 2.190, -2.251], [3.023, 2.749, -0.796], [3.685, 4.892, 0.215], [2.108, 6.122, 1.687], [-0.084, 5.145, 2.231]]
}



The records above give, respectively, molecular weight values of 112.136 490.545 248.326 215.577 694.352 g mol⁻¹.
The records above give, respectively, maximum force values of 0.047 0.017 0.010 0.025 0.040 hartree/bohr.